{
  "formula": "C21H15AsOS4Se4V",
  "method": "the ωB97M-V functional and the def2-TZVPD basis",
  "species": ["V", "O", "C", "S", "C", "C", "S", "S", "S", "Se", "Se", "Se", "Se", "C", "C", "C", "C", "C", "C", "As", "C", "C", "C", "C", "C", "C", "C", "C", "C", "C", "C", "C", "H", "H", "H", "H", "H", "H", "H", "H", "H", "H", "H", "H", "H", "H", "H"],
  "xyz": [[-2.475576, 0.118089, 0.878038], [-2.827625, 6.880892, 1.125946], [-2.743189, 5.693841, 1.091960], [-3.886794, 4.658598, 0.224835], [-3.107028, 3.144392, 0.635095], [-2.002787, 3.183464, 1.421703], [-1.191182, 1.761668, 1.926693], [-1.456858, 4.780790, 1.913321], [-3.709098, 1.686959, -0.025014], [-3.466195, -1.500847, -0.459014], [-3.736020, -3.401608, 0.817350], [-4.290781, -2.494321, 2.933387], [-2.899793, -0.638044, 3.015162], [0.045737, -3.926987, -3.052771], [0.372170, -2.647967, -3.469472], [0.329909, -1.589117, -2.577416], [-0.008442, -1.806951, -1.242925], [-0.338499, -3.099040, -0.835271], [-0.309418, -4.149928, -1.733213], [-0.276331, -0.306961, 0.000008], [0.685734, 1.090059, -0.939722], [2.028296, 0.921113, -1.284983], [2.725787, 1.951122, -1.890950], [2.087998, 3.147845, -2.179952], [0.744578, 3.302144, -1.891246], [0.046409, 2.277897, -1.270743], [0.950670, -0.836320, 1.419184], [0.594002, -1.926958, 2.211048], [1.470749, -2.418565, 3.161687], [2.701942, -1.812127, 3.349244], [3.024921, -0.677112, 2.627089], [2.151950, -0.181050, 1.673395], [0.054756, -4.746844, -3.755358], [0.647199, -2.470498, -4.498364], [0.558559, -0.583302, -2.921553], [-0.631252, -3.283952, 0.194948], [-0.579655, -5.141524, -1.402862], [2.508534, -0.035356, -1.080486], [3.770945, 1.828036, -2.132786], [2.634826, 3.952379, -2.645466], [0.246611, 4.224601, -2.143969], [-1.013271, 2.391723, -1.049432], [-0.390033, -2.382604, 2.099639], [1.193696, -3.276963, 3.753711], [3.397451, -2.213495, 4.071014], [3.965082, -0.176078, 2.801202], [2.401314, 0.728909, 1.137309]],
  "atomic_forces_ev_per_a": [[-0.9, -0.1, 0.5], [0.0, 0.5, 0.0], [0.0, -0.3, 0.0], [0.0, -0.1, 0.0], [0.3, 0.5, 0.1], [-0.4, 0.5, -0.1], [0.3, 0.3, 0.4], [0.0, -0.3, 0.0], [-0.5, 0.2, -0.5], [-0.5, -0.3, -0.5], [0.1, -0.1, 0.4], [-0.1, -0.2, -0.4], [0.1, -0.2, 0.7], [0.0, 0.0, -0.1], [0.0, -0.1, -0.1], [0.0, 0.4, 0.3], [-0.3, 0.0, -0.2], [0.1, 0.2, 0.3], [0.0, 0.0, 0.1], [2.0, -0.7, -0.9], [0.0, 0.1, -0.1], [-0.2, -0.4, 0.1], [0.1, 0.0, 0.0], [0.0, -0.1, 0.0], [0.0, 0.0, 0.0], [-0.4, -0.1, 0.1], [-0.1, 0.1, 0.3], [-0.3, 0.0, -0.2], [0.0, 0.0, 0.0], [0.0, 0.0, 0.0], [0.1, 0.0, 0.0], [-0.2, 0.2, -0.2], [0.0, -0.1, -0.1], [0.0, 0.0, -0.1], [0.0, -0.2, 0.0], [0.0, 0.0, -0.2], [0.0, -0.1, 0.0], [0.0, 0.3, -0.1], [0.1, -0.1, 0.0], [0.1, 0.1, -0.1], [-0.1, 0.1, 0.0], [0.2, 0.1, 0.0], [0.2, 0.0, 0.0], [-0.1, -0.1, 0.1], [0.0, 0.0, 0.1], [0.1, 0.1, 0.0], [0.0, -0.2, 0.1]],
  "mulliken_spin": [1.78, 0.00, 0.00, 0.00, 0.02, -0.02, -0.08, 0.00, -0.16, -0.27, 0.01, -0.01, -0.18, 0.00, 0.00, -0.01, 0.01, 0.01, 0.00, -0.15, 0.01, 0.00, 0.00, 0.00, 0.00, 0.01, -0.02, 0.02, 0.01, 0.00, 0.00, 0.00, 0.00, 0.00, 0.00, 0.00, 0.00, 0.00, 0.00, 0.00, 0.00, 0.01, 0.01, 0.00, 0.00, 0.00, 0.00],
  "de_lowest_ev": 0.794,
  "multiplicity": 2,
  "s2": 1.0526,
  "gap_ha": [0.215, 0.241],
  "max_force_ha_per_bohr": 0.0452
}

{
  "formula": "C21H15BrN8O",
  "method": "the ωB97M-V functional and the def2-TZVPD basis",
  "species": ["N", "C", "C", "C", "C", "C", "C", "N", "C", "C", "N", "C", "C", "C", "O", "N", "C", "C", "N", "C", "N", "C", "C", "C", "Br", "C", "C", "C", "N", "C", "N", "H", "H", "H", "H", "H", "H", "H", "H", "H", "H", "H", "H", "H", "H", "H"],
  "xyz": [[-5.052318, -5.008088, 0.467310], [-3.995508, -4.665015, 0.108257], [-2.698372, -4.097917, -0.206941], [-2.313334, -4.350931, -1.497280], [-0.916075, -3.894108, -1.865782], [-0.148911, -3.167789, -0.961110], [-0.664260, -2.966796, 0.369112], [-0.127026, -2.366282, 1.424107], [-1.194862, -2.169307, 2.311489], [-1.176997, -1.367138, 3.560008], [-1.503031, 0.063462, 3.283190], [-0.829488, 0.694587, 2.245514], [-1.462289, 1.890637, 1.973066], [-1.329099, 2.943486, 0.905813], [-1.882389, 4.006312, 1.054387], [-0.366028, 2.604466, -0.039757], [0.066554, 3.355752, -1.173951], [1.054571, 2.503114, -1.896267], [0.608240, 1.357678, -2.653469], [1.698540, 0.828341, -3.101169], [2.768072, 1.472604, -2.514898], [4.145513, 1.114474, -2.569430], [5.018496, 1.694000, -1.691059], [4.609721, 2.796233, -0.810430], [5.880196, 3.711622, 0.174216], [3.293059, 3.246850, -0.865408], [2.406236, 2.507723, -1.672493], [-2.522846, 1.945253, 2.943504], [-2.522606, 0.847861, 3.709838], [-2.276914, -2.789693, 1.790340], [-1.925319, -3.383429, 0.628723], [-2.905859, -4.946316, -2.167363], [-0.432496, -3.981252, -2.849206], [0.730310, -2.633992, -1.400238], [-0.142982, -1.409871, 3.854105], [-1.727966, -1.862089, 4.332009], [-0.039593, 0.400494, 1.664595], [-0.418397, 1.605168, -0.142594], [0.531944, 4.377909, -0.920624], [-0.833671, 3.498323, -1.799576], [1.662249, 0.180326, -3.989938], [4.652604, 0.407983, -3.167998], [5.932374, 1.168454, -1.670694], [2.821384, 4.062472, -0.435810], [-3.224745, 2.769798, 3.034257], [-3.246685, -2.995370, 2.229643]],
  "atomic_forces_ev_per_a": [[2.0, 0.4, -0.9], [-1.5, 0.5, 1.9], [-1.4, -1.7, -3.2], [3.7, 0.7, 0.3], [-0.8, 0.8, 1.0], [-0.8, -0.5, -1.2], [2.4, 0.1, -0.4], [-0.8, 1.4, 0.0], [0.3, -0.9, -1.6], [0.9, 0.7, -0.5], [1.4, 0.9, -1.9], [-2.5, 1.5, 0.9], [-1.6, -0.3, 1.0], [1.6, -0.3, 1.0], [-0.1, 0.4, -0.7], [-1.2, -0.3, 2.1], [-0.4, 1.0, -0.9], [-2.1, -0.9, 0.5], [0.1, 3.3, 0.9], [0.2, 0.7, 0.1], [4.5, -2.3, -1.6], [-0.3, 1.9, 2.3], [-2.2, 0.4, -0.1], [-2.0, 0.1, -1.1], [0.5, 0.2, 0.4], [2.6, -2.4, -1.1], [-2.0, -1.4, -2.0], [1.0, -1.0, -0.2], [-0.5, 0.0, -0.1], [-1.7, -0.7, 1.8], [-0.9, 0.6, 0.5], [-0.1, 0.0, 0.0], [-1.0, -0.3, 0.3], [-0.6, -0.7, 1.2], [0.5, 0.3, 0.5], [-0.8, 0.4, 0.4], [1.9, -1.7, -0.6], [0.6, -0.2, -0.5], [-0.9, -1.6, -0.1], [0.6, 0.5, -0.2], [0.8, 0.0, 0.9], [-0.9, -1.1, -1.1], [1.3, 0.4, 0.3], [-0.1, 1.6, 1.3], [0.1, -0.5, 0.3], [0.1, 0.2, -0.1]],
  "mulliken_charge": [-0.46, -0.14, 1.07, -0.82, -0.26, -0.62, 0.62, -0.69, 0.35, -0.92, 0.87, -0.68, 0.36, 0.03, -0.62, -0.01, -0.75, 0.52, -0.61, -0.22, 0.13, -0.37, -0.53, -0.03, -0.15, -0.71, 0.33, -0.46, -1.13, -0.57, 0.24, 0.45, 0.36, 0.34, 0.30, 0.47, 0.83, 0.18, 0.37, 0.33, 0.45, 0.38, 0.39, 0.54, 0.49, 0.38],
  "de_lowest_ev": 2.092,
  "smiles": "N#Cc1cccc2nc(Cn3cc(C(=O)NCc4ncn5ccc(Br)cc45)cn3)cn12",
  "gap_ha": 0.277,
  "max_force_ha_per_bohr": 0.1036
}

{
  "formula": "C21H15Cl2NO3SScSe3Te",
  "method": "the ωB97M-V functional and the def2-TZVPD basis",
  "species": ["Sc", "Se", "Se", "Te", "Se", "Cl", "C", "Cl", "H", "H", "S", "C", "C", "C", "C", "C", "C", "N", "C", "C", "C", "C", "C", "C", "C", "H", "H", "H", "H", "H", "H", "H", "H", "O", "C", "C", "C", "C", "C", "C", "C", "O", "O", "H", "H", "H", "H", "H"],
  "xyz": [[-0.905835, 1.358011, -0.986905], [1.236700, 1.866032, -2.494347], [0.357046, 2.174759, -4.662761], [-1.250687, 4.016337, -4.114670], [-2.768816, 2.736210, -2.588041], [-1.870224, -0.740609, -3.111938], [-3.592860, -0.597311, -2.748133], [-3.895830, -0.246944, -1.042380], [-4.066474, -1.540869, -2.994660], [-3.954841, 0.252520, -3.317619], [1.773679, 2.043239, 2.992902], [2.729736, 0.965065, 2.030855], [3.916599, 0.324978, 2.364652], [4.469594, -0.542003, 1.445970], [3.852119, -0.764033, 0.213761], [2.683000, -0.117663, -0.126106], [2.108772, 0.764501, 0.789519], [0.922833, 1.470814, 0.623151], [0.626641, 2.147798, 1.694322], [-0.634671, 2.868890, 1.813023], [-0.913383, 3.660339, 2.929648], [-2.150230, 4.266876, 3.031018], [-3.088539, 4.074287, 2.025257], [-2.787016, 3.301809, 0.913101], [-1.544292, 2.664018, 0.757036], [4.388065, 0.492517, 3.324052], [5.389161, -1.060049, 1.687140], [4.293799, -1.461019, -0.486377], [2.206534, -0.278622, -1.084073], [-0.178515, 3.804829, 3.712943], [-2.383828, 4.884638, 3.889038], [-4.061647, 4.545011, 2.106882], [-3.536157, 3.208829, 0.134541], [-1.020853, -4.397101, 1.148621], [-0.245865, -4.047790, 0.114857], [0.508758, -5.048990, -0.504370], [1.326134, -4.742672, -1.571580], [1.413472, -3.438568, -2.047043], [0.668797, -2.450349, -1.439865], [-0.167912, -2.722877, -0.359036], [-0.963061, -1.620913, 0.292827], [-1.739985, -1.865348, 1.225833], [-0.812959, -0.444313, -0.191759], [-1.462160, -3.549533, 1.444050], [0.429383, -6.057533, -0.119904], [1.907158, -5.528734, -2.038689], [2.056591, -3.197943, -2.882962], [0.732048, -1.430535, -1.791774]],
  "atomic_forces_ev_per_a": [[0.2, 0.5, 0.3], [0.0, 0.0, -0.2], [0.0, 0.0, 0.2], [-0.1, 0.0, 0.0], [0.1, -0.1, 0.1], [0.1, -0.1, 0.0], [-0.1, 0.1, -0.1], [0.0, 0.0, 0.1], [0.0, 0.1, 0.0], [-0.1, -0.1, 0.0], [0.1, 0.0, 0.0], [0.0, 0.0, -0.1], [0.0, 0.0, 0.1], [0.1, -0.1, 0.0], [0.0, 0.0, 0.0], [-0.1, 0.1, -0.1], [0.1, 0.0, 0.1], [0.1, 0.1, 0.2], [-0.1, 0.0, -0.2], [-0.2, 0.0, -0.1], [-0.1, 0.0, -0.1], [0.0, 0.0, 0.1], [-0.1, 0.0, 0.0], [0.2, -0.1, 0.0], [-0.2, 0.2, 0.1], [0.0, 0.0, 0.0], [0.0, 0.0, 0.0], [0.0, 0.0, 0.0], [0.1, 0.1, 0.1], [0.1, 0.0, 0.0], [0.0, 0.0, 0.0], [0.0, 0.0, 0.0], [0.0, 0.0, 0.0], [-0.3, 0.5, 0.3], [0.1, 0.2, -0.2], [-0.1, 0.0, 0.1], [0.0, -0.1, 0.0], [0.1, 0.0, -0.1], [-0.1, 0.1, 0.1], [0.0, 0.0, 0.2], [-0.3, -0.3, 0.0], [0.4, -0.3, -0.1], [0.0, -0.1, -0.2], [0.1, -0.3, -0.1], [0.0, 0.0, 0.0], [0.0, 0.0, 0.0], [0.0, 0.0, 0.0], [-0.1, 0.0, -0.1]],
  "mulliken_charge": [-0.54, -0.32, -0.32, -0.12, -0.57, -0.01, -0.52, -0.07, 0.39, 0.32, -0.44, 0.80, -0.66, -0.48, -0.95, 0.12, -0.38, 0.42, 1.02, 0.92, -1.07, -0.62, -0.86, 0.25, 0.35, 0.38, 0.37, 0.41, -0.12, 0.32, 0.38, 0.39, 0.18, -0.69, 0.36, -0.73, -0.30, -1.23, 0.25, -0.01, 0.59, -0.88, 0.56, 0.39, 0.42, 0.36, 0.46, 0.46],
  "de_lowest_ev": 0.000,
  "gap_ha": 0.243,
  "max_force_ha_per_bohr": 0.0129,
  "total_charge": -1
}